1.
{
  "formula": "C10H10ClFNd",
  "method": "wB97M-V/def2-TZVPD",
  "symbols": ["Nd", "Cl", "F", "C", "C", "C", "C", "C", "C", "C", "C", "C", "C", "H", "H", "H", "H", "H", "H", "H", "H", "H", "H"],
  "xyz": [[-0.01, -0.04, 0.64], [0.15, -2.02, 2.11], [0.11, 0.91, 2.59], [1.58, -0.38, -1.30], [2.13, -0.98, -0.11], [-2.29, -0.98, 0.48], [-1.87, 1.12, -0.43], [1.49, 1.04, -1.09], [-2.43, 0.42, 0.70], [1.99, 1.33, 0.23], [-1.65, -1.18, -0.80], [2.38, 0.08, 0.84], [-1.41, 0.13, -1.37], [-1.36, -2.11, -1.21], [2.23, -2.01, 0.07], [-0.95, 0.32, -2.30], [1.24, -0.91, -2.15], [1.06, 1.75, -1.75], [1.96, 2.27, 0.72], [-2.75, 0.87, 1.61], [-2.50, -1.75, 1.18], [-1.77, 2.17, -0.52], [2.66, -0.05, 1.85]],
  "mulliken_charge": [0.964, -0.588, -0.738, -0.520, -0.581, -0.630, -0.674, -0.671, -0.387, -0.501, -0.614, -0.475, -0.588, 0.434, 0.479, 0.629, 0.539, 0.514, 0.442, 0.465, 0.580, 0.461, 0.457],
  "relative_energy_kcal_mol": 47.4,
  "mol_weight_g_mol": 328.88,
  "lumo_energy_ev": [2.94, 2.94],
  "orbital_gap_ev": [7.66, 7.68],
  "total_energy_ha": -1508.6182,
  "spin_multiplicity": 4,
  "total_charge": -1
}

=====

2.
{
  "formula": "C24H52N4O4S4",
  "method": "wB97M-V/def2-TZVPD",
  "symbols": ["S", "S", "S", "S", "O", "O", "O", "O", "N", "N", "N", "N", "C", "C", "C", "C", "C", "C", "C", "C", "C", "C", "C", "C", "C", "C", "C", "C", "C", "C", "C", "C", "C", "C", "C", "C", "H", "H", "H", "H", "H", "H", "H", "H", "H", "H", "H", "H", "H", "H", "H", "H", "H", "H", "H", "H", "H", "H", "H", "H", "H", "H", "H", "H", "H", "H", "H", "H", "H", "H", "H", "H", "H", "H", "H", "H", "H", "H", "H", "H", "H", "H", "H", "H", "H", "H", "H", "H"],
  "xyz": [[-10.91, 0.46, -0.29], [-4.88, 7.48, -2.74], [-1.04, -7.40, -0.14], [6.18, 5.13, -3.84], [-4.56, 8.55, -3.82], [6.61, 4.40, -5.08], [-11.67, 1.72, 0.23], [-2.40, -6.94, -0.64], [3.34, -1.78, -8.79], [7.69, 2.64, 4.05], [2.33, -2.73, 8.92], [1.48, -1.42, 1.74], [6.55, 2.97, 4.23], [0.33, -1.19, 1.80], [-1.09, -0.83, 1.87], [3.88, -2.21, -7.92], [-1.20, -8.97, 0.89], [4.52, -2.80, -6.82], [1.69, -6.14, 8.96], [-6.70, 7.62, -2.42], [1.31, -7.54, 8.48], [-5.11, 5.96, -3.74], [5.44, 5.08, 2.63], [2.56, -2.53, -5.19], [4.30, 5.28, -3.99], [-10.86, 0.57, -2.14], [-0.85, 1.44, 0.58], [-0.22, -8.10, -1.61], [5.12, 3.35, 4.47], [4.52, 4.55, 3.78], [6.55, 6.92, -4.21], [1.74, -3.72, 8.66], [-1.54, 0.04, 0.73], [-9.12, 0.90, -0.06], [1.04, -4.99, 8.33], [3.52, -3.55, -5.86], [-1.09, 1.99, -0.33], [-10.95, 1.61, -2.46], [5.95, 7.25, -5.06], [-6.73, 8.56, -1.87], [-1.23, -0.33, 2.82], [-1.61, -1.79, 1.94], [-4.08, 5.62, -3.89], [3.48, 4.39, 3.52], [-7.13, 7.79, -3.41], [2.77, -6.03, 8.87], [1.71, -2.90, -4.61], [2.16, -1.87, -5.96], [4.96, 5.82, 2.00], [-11.62, -0.12, -2.51], [6.30, 7.58, -3.38], [5.27, -3.46, -7.24], [3.13, -2.01, -4.43], [6.45, 5.33, 2.95], [4.41, 5.34, 4.52], [-7.06, 6.78, -1.84], [1.90, -8.32, 8.98], [-1.77, -8.72, 1.79], [2.96, -4.29, -6.43], [4.03, 5.41, -2.94], [1.52, -6.25, 10.03], [-1.45, 2.07, 1.23], [-5.72, 5.30, -3.13], [4.94, 3.48, 5.54], [-5.58, 6.08, -4.71], [3.88, 4.28, -4.12], [-8.99, 0.69, 1.01], [4.61, 2.42, 4.21], [1.29, -7.65, 7.40], [7.57, 7.09, -4.56], [-0.26, -7.29, -2.34], [0.03, -4.95, 8.72], [3.86, 5.99, -4.69], [0.81, -8.21, -1.29], [-9.88, 0.19, -2.42], [5.72, 4.19, 2.06], [-1.27, -0.42, -0.22], [5.19, -2.06, -6.39], [0.29, -7.60, 8.84], [-1.67, -9.89, 0.55], [-8.49, 0.20, -0.60], [-2.61, 0.11, 0.88], [-0.71, -8.97, -2.07], [0.22, 1.50, 0.78], [-0.18, -9.19, 1.20], [0.90, -5.02, 7.25], [4.09, -3.90, -5.00], [-8.93, 1.96, -0.24]],
  "mulliken_charge": [0.487, 0.484, 0.495, 0.490, -0.611, -0.602, -0.618, -0.616, -0.372, -0.430, -0.414, -0.445, 0.194, 0.173, -0.338, 0.238, -0.915, -0.517, -0.408, -0.913, -1.181, -0.853, -1.244, -1.101, -0.885, -0.812, -1.103, -0.873, -0.386, -0.338, -0.920, 0.190, -0.386, -0.900, -0.342, -0.346, 0.327, 0.284, 0.291, 0.318, 0.259, 0.293, 0.297, 0.330, 0.298, 0.368, 0.309, 0.323, 0.336, 0.317, 0.344, 0.285, 0.289, 0.361, 0.253, 0.355, 0.320, 0.308, 0.329, 0.315, 0.249, 0.293, 0.318, 0.313, 0.307, 0.329, 0.304, 0.245, 0.339, 0.338, 0.305, 0.268, 0.299, 0.339, 0.287, 0.365, 0.288, 0.302, 0.297, 0.323, 0.365, 0.294, 0.304, 0.346, 0.329, 0.314, 0.261, 0.287],
  "relative_energy_kcal_mol": 82.0,
  "mol_weight_g_mol": 588.97,
  "lumo_energy_ev": 0.03,
  "orbital_gap_ev": 9.09,
  "total_energy_ha": -3058.0768
}

=====

Please write out number 1 again, unchanged.
{
  "formula": "C10H10ClFNd",
  "method": "wB97M-V/def2-TZVPD",
  "symbols": ["Nd", "Cl", "F", "C", "C", "C", "C", "C", "C", "C", "C", "C", "C", "H", "H", "H", "H", "H", "H", "H", "H", "H", "H"],
  "xyz": [[-0.01, -0.04, 0.64], [0.15, -2.02, 2.11], [0.11, 0.91, 2.59], [1.58, -0.38, -1.30], [2.13, -0.98, -0.11], [-2.29, -0.98, 0.48], [-1.87, 1.12, -0.43], [1.49, 1.04, -1.09], [-2.43, 0.42, 0.70], [1.99, 1.33, 0.23], [-1.65, -1.18, -0.80], [2.38, 0.08, 0.84], [-1.41, 0.13, -1.37], [-1.36, -2.11, -1.21], [2.23, -2.01, 0.07], [-0.95, 0.32, -2.30], [1.24, -0.91, -2.15], [1.06, 1.75, -1.75], [1.96, 2.27, 0.72], [-2.75, 0.87, 1.61], [-2.50, -1.75, 1.18], [-1.77, 2.17, -0.52], [2.66, -0.05, 1.85]],
  "mulliken_charge": [0.964, -0.588, -0.738, -0.520, -0.581, -0.630, -0.674, -0.671, -0.387, -0.501, -0.614, -0.475, -0.588, 0.434, 0.479, 0.629, 0.539, 0.514, 0.442, 0.465, 0.580, 0.461, 0.457],
  "relative_energy_kcal_mol": 47.4,
  "mol_weight_g_mol": 328.88,
  "lumo_energy_ev": [2.94, 2.94],
  "orbital_gap_ev": [7.66, 7.68],
  "total_energy_ha": -1508.6182,
  "spin_multiplicity": 4,
  "total_charge": -1
}